Record 1
C4H12N2S | ωB97M-V/def2-TZVPD

Element x y z (Å)
C -2.110 0.929 0.018
N -1.453 -0.223 -0.657
C -0.092 -0.533 -0.145
C -0.226 -0.835 1.326
S 1.338 -1.623 2.017
C 0.939 0.572 -0.621
N 2.218 -0.050 -0.877
H -2.278 1.747 -0.701
H -1.509 1.406 0.783
H -3.114 0.630 0.317
H -1.380 0.059 -1.611
H 0.205 -1.433 -0.704
H -1.028 -1.514 1.575
H -0.248 0.094 1.894
H 2.151 -1.007 1.117
H 0.539 0.899 -1.586
H 0.802 1.367 0.113
H 2.861 0.558 -1.355
H 2.384 -1.043 -0.904

## Properties
Gap between HOMO and LUMO, eV: 9.7
2S+1: 1
Total energy, Ha: -667.24987
Structure (SMILES): CN[C@@H](CN)CS
F_max, eV/Å: 2.83
E_HOMO, eV: -8.7520
LUMO level, eV: 1.0


Record 2
C3H23CrCuHfO21S3 | ωB97M-V/def2-TZVPD

Element x y z (Å)
Hf -28.668 -22.380 -14.147
Cu -24.468 -18.997 -12.786
Cr -27.303 -17.423 -13.667
S -26.935 -20.126 -11.679
O -27.701 -19.775 -10.427
O -26.742 -18.901 -12.472
O -25.612 -20.621 -11.253
O -27.674 -21.213 -12.449
S -30.271 -19.010 -14.136
O -30.781 -18.658 -15.462
O -31.297 -18.936 -13.154
O -29.826 -20.414 -14.202
O -29.115 -18.133 -13.831
S -26.143 -19.984 -15.267
O -26.483 -18.573 -15.071
O -24.898 -20.352 -14.606
O -27.259 -20.879 -14.945
O -25.963 -20.200 -16.705
C -24.577 -16.459 -10.784
C -24.671 -15.799 -12.105
C -23.432 -15.001 -12.636
O -25.189 -16.657 -13.109
H -23.751 -17.162 -10.676
H -25.441 -17.082 -10.553
H -24.338 -15.660 -10.082
H -25.430 -15.019 -12.040
H -23.612 -14.255 -13.410
H -22.530 -15.452 -13.049
H -23.054 -14.512 -11.738
O -28.058 -16.509 -11.825
H -27.751 -16.335 -10.935
H -29.010 -16.420 -11.772
O -24.059 -19.898 -9.291
H -24.608 -19.914 -10.074
H -24.073 -20.800 -8.969
O -25.950 -23.192 -10.349
H -25.861 -22.339 -10.775
H -26.345 -22.996 -9.499
O -28.264 -18.353 -8.224
H -28.245 -18.868 -9.031
H -27.374 -18.010 -8.138
O -30.506 -20.240 -10.997
H -30.896 -19.742 -11.715
H -29.571 -20.045 -11.049
O -27.254 -21.459 -8.318
H -27.229 -20.948 -7.509
H -27.422 -20.813 -9.004
O -27.838 -23.844 -12.066
H -27.610 -24.706 -12.416
H -27.265 -23.734 -11.307
O -23.932 -22.512 -12.207
H -23.812 -22.282 -13.128
H -24.604 -21.907 -11.894

## Properties
<S²>: 6.098
Gap between HOMO and LUMO (spin up / spin down), eV: 6.2 / 6.6
2S+1: 5
Total energy, Ha: -5635.65133
F_max, eV/Å: 8.67
E_HOMO (spin up / spin down), eV: -9.7557 / -9.9494
LUMO level (spin up / spin down), eV: -3.5 / -3.4


Record 3
C3H2ClN3 | ωB97M-V/def2-TZVPD

Element x y z (Å)
C -1.665 -1.252 0.016
C -0.286 -1.304 -0.135
C 0.166 1.089 -0.084
N -2.786 -1.241 0.300
N 0.862 -1.541 -0.224
N 1.352 0.879 0.202
Cl -1.074 2.279 -0.126
H 1.448 -0.571 -0.239
H 1.983 1.663 0.290

## Properties
Gap between HOMO and LUMO, eV: 7.9
2S+1: 1
Total energy, Ha: -739.80767
F_max, eV/Å: 3.64
E_HOMO, eV: -8.2629
LUMO level, eV: -0.4


Record 4
C36H55F2Si | ωB97M-V/def2-TZVPD

Element x y z (Å)
F -2.034 1.007 -4.508
C -0.757 0.533 -4.678
C -0.557 -0.847 -4.636
C 0.751 -1.299 -4.638
C 1.864 -0.399 -4.695
C 3.140 -0.960 -4.422
C 4.441 -0.391 -4.548
C 5.534 -1.302 -4.702
C 6.849 -0.870 -4.763
C 7.080 0.505 -4.721
F 8.376 0.947 -4.792
C 6.060 1.450 -4.602
C 4.750 0.996 -4.456
C 1.579 0.974 -4.960
C 0.275 1.455 -4.855
H -1.395 -1.538 -4.577
H 0.959 -2.368 -4.567
H 3.135 -2.045 -4.302
H 5.307 -2.367 -4.757
H 7.673 -1.576 -4.845
H 6.290 2.514 -4.600
H 3.959 1.707 -4.230
H 2.380 1.654 -5.236
H 0.054 2.521 -4.917
C -3.617 5.379 -2.357
C -2.967 4.853 -1.088
C -1.922 3.784 -1.377
C -1.296 3.248 -0.094
C -0.248 2.178 -0.386
C 0.347 1.544 0.887
Si 0.058 -0.302 1.064
C 0.814 -0.888 2.676
C 0.228 -0.201 3.929
C 1.256 0.581 4.750
C 0.651 1.327 5.949
C -0.057 0.438 6.969
C -0.610 1.222 8.153
C -1.798 -0.609 1.066
C -2.179 -2.075 1.282
C -3.692 -2.269 1.342
C -4.050 -3.736 1.530
C -5.552 -3.983 1.581
C -5.881 -5.459 1.744
C 0.830 -1.301 -0.381
C 1.870 -2.375 0.028
C 3.257 -1.747 -0.278
C 2.928 -0.666 -1.267
C 1.602 -0.378 -1.265
H -4.346 6.152 -2.109
H -2.873 5.814 -3.030
H -4.137 4.580 -2.893
H -2.484 5.673 -0.543
H -3.728 4.433 -0.420
H -2.378 2.956 -1.942
H -1.131 4.204 -2.018
H -0.826 4.077 0.457
H -2.083 2.843 0.561
H -0.697 1.418 -1.048
H 0.566 2.635 -0.972
H 1.439 1.688 0.882
H -0.037 2.040 1.793
H 0.631 -1.972 2.747
H 1.906 -0.750 2.615
H -0.599 0.478 3.660
H -0.224 -0.974 4.570
H 2.030 -0.115 5.103
H 1.758 1.317 4.106
H 1.460 1.874 6.451
H -0.061 2.080 5.583
H -0.873 -0.104 6.476
H 0.650 -0.321 7.328
H -1.103 0.542 8.850
H 0.188 1.741 8.694
H -1.345 1.965 7.829
H -2.242 0.017 1.857
H -2.215 -0.250 0.110
H -1.766 -2.697 0.471
H -1.733 -2.456 2.215
H -4.105 -1.675 2.170
H -4.148 -1.886 0.418
H -3.612 -4.322 0.709
H -3.590 -4.102 2.459
H -5.977 -3.409 2.414
H -6.007 -3.595 0.662
H -6.962 -5.602 1.770
H -5.480 -6.046 0.912
H -5.462 -5.856 2.673
H -0.053 -1.761 -0.857
H 1.773 -2.726 1.060
H 1.732 -3.246 -0.626
H 3.680 -1.337 0.655
H 3.971 -2.491 -0.651
H 3.707 -0.118 -1.790
H 1.098 0.417 -1.814

## Properties
Net charge: +1
Gap between HOMO and LUMO, eV: 5.0
2S+1: 1
Total energy, Ha: -1893.71322
F_max, eV/Å: 2.03
E_HOMO, eV: -10.8559
LUMO level, eV: -5.9


Record 5
BF4Tl | ωB97M-V/def2-TZVPD

Element x y z (Å)
Tl 1.100 0.866 -3.137
B -0.215 -0.163 0.620
F 0.014 0.088 -0.767
F -1.610 -0.101 0.924
F 0.194 -1.417 0.920
F 0.517 0.726 1.439

## Properties
Net charge: +2
Gap between HOMO and LUMO, eV: 3.6
2S+1: 1
Total energy, Ha: -595.85496
F_max, eV/Å: 1.48
E_HOMO, eV: -23.1412
LUMO level, eV: -19.6


Record 6
C5H10NO2 | ωB97M-V/def2-TZVPD

Element x y z (Å)
O -1.571 -1.582 -0.338
C -1.704 -0.347 -0.144
N -0.574 1.603 1.028
C -0.364 0.329 0.795
C 0.860 0.134 -0.114
C 2.194 -0.277 0.618
O 3.136 -0.440 -0.255
C -1.820 0.484 -1.456
H -2.558 -0.061 0.501
H -0.669 1.712 2.045
H -0.347 -0.265 1.715
H 0.996 1.035 -0.701
H 0.700 -0.690 -0.819
H 1.922 -1.122 1.302
H 2.335 0.544 1.390
H -2.768 0.278 -1.941
H -1.008 0.094 -2.072
H -1.565 1.520 -1.220

## Properties
Net charge: -1
Gap between HOMO and LUMO, eV: 5.4
2S+1: 1
Total energy, Ha: -401.60223
F_max, eV/Å: 4.86
E_HOMO, eV: -3.3190
LUMO level, eV: 2.0